# C6H12O

An isolated molecule of C6H12O (the ωB97M-V functional and the def2-TZVPD basis, the OMol25 dataset).

Element x y z (Å)
C1 -0.39068 1.61467 1.49995
C2 0.64408 1.33044 0.42637
C3 0.20030 1.37680 -1.00732
C4 0.62718 0.06383 -0.41518
C5 -0.23316 -1.12778 -0.04312
C6 -0.49396 -2.10844 -1.17648
O1 0.46303 -1.85502 0.96421
H1 -1.26583 0.96340 1.41168
H2 -0.75115 2.64652 1.41616
H3 0.01410 1.48927 2.51009
H4 1.62806 1.74343 0.64321
H5 -0.85108 1.58713 -1.18973
H6 0.87420 1.82622 -1.73240
H7 1.60364 -0.27656 -0.75918
H8 -1.20913 -0.79860 0.34844
H9 -1.16610 -1.67731 -1.92462
H10 -0.96218 -3.01052 -0.76828
H11 0.43801 -2.40826 -1.66691
H12 0.85031 -1.19785 1.55747

HOMO level ... -10.10 eV
Largest force on an atom ... 0.4 eV/A
Gap between HOMO and LUMO ... 11.1 eV
LUMO ... 1.0 eV
Energy above the lowest of the compared OMol25 structures with the same formula, charge and spin ... 25.0 kcal per mole
SMILES ... C[C@@H]1C[C@@H]1[C@@H](C)O

Atom charges from the Löwdin analysis, given in e for atoms 1 to 6: -0.07 -0.30 -0.08 -0.22 -0.43 -0.04



# C49H64N3P2PtSi

A structure of composition C49H64N3P2PtSi (the ωB97M-V functional and the def2-TZVPD basis, the OMol25 dataset).

Element x y z (Å)
Pt1 -0.04573 -0.76037 -0.21545
C1 -1.29623 2.71421 -0.94666
Si1 -1.43801 1.08274 -0.07103
C2 -1.64388 1.33710 1.76916
C3 -1.84901 2.62555 2.27234
C4 -2.00216 2.85377 3.63436
C5 -1.94838 1.78227 4.50830
C6 -1.72097 0.49786 4.02446
C7 -1.54194 0.26476 2.66136
P1 -1.30382 -1.38915 1.88855
C8 -3.08540 -1.90333 1.84076
C9 -3.71652 -2.16756 3.21490
C10 -5.23096 -2.34910 3.06028
C11 -5.54382 -3.49809 2.10082
C12 -4.89797 -3.24854 0.73861
C13 -3.38480 -3.06043 0.87367
C14 -0.31964 -2.52106 2.99626
C15 -0.68134 -3.99674 2.73724
C16 0.36743 -4.92381 3.35570
C17 0.47133 -4.67418 4.85858
C18 0.79661 -3.20940 5.13264
C19 -0.23913 -2.26819 4.50783
C20 -2.96358 0.30407 -0.86838
C21 -4.27289 0.65490 -0.51838
C22 -5.36389 0.08595 -1.16296
C23 -5.15111 -0.84052 -2.17646
C24 -3.85593 -1.18715 -2.54461
C25 -2.75460 -0.62337 -1.89427
P2 -0.98592 -0.86951 -2.38230
C26 -0.94019 0.21388 -3.87467
C27 -1.64348 -0.34635 -5.11504
C28 -1.93530 0.82431 -6.06269
C29 -0.70194 1.74560 -6.23997
C30 0.57591 1.07257 -5.74065
C31 0.47655 0.72380 -4.24857
C32 -0.66411 -2.64643 -2.76049
C33 -1.55712 -3.42934 -3.73441
C34 -1.10835 -4.89616 -3.76495
C35 0.39166 -5.05932 -4.11530
C36 1.07168 -3.70740 -4.33021
C37 0.84958 -2.79569 -3.12320
H1 -2.24176 3.25671 -0.84164
H2 -1.11114 2.55267 -2.01384
H3 -0.48600 3.34299 -0.55727
H4 -1.90043 3.46602 1.58632
H5 -2.16269 3.85818 4.00684
H6 -2.07703 1.93807 5.57288
H7 -1.67635 -0.31006 4.73509
H8 -3.55566 -1.00794 1.42104
H9 -3.51778 -1.34213 3.89689
H10 -3.30027 -3.07781 3.65380
H11 -5.66714 -1.42133 2.67334
H12 -5.67659 -2.53824 4.03810
H13 -6.62340 -3.60818 1.98645
H14 -5.16277 -4.43528 2.52392
H15 -5.33174 -2.34289 0.29953
H16 -5.11023 -4.07662 0.05906
H17 -2.94547 -2.84669 -0.10696
H18 -2.95172 -3.99187 1.24533
H19 0.69504 -2.36187 2.61572
H20 -0.77574 -4.19568 1.67079
H21 -1.64718 -4.22287 3.19006
H22 1.34091 -4.74106 2.88719
H23 0.09674 -5.96548 3.16162
H24 1.23343 -5.31900 5.29840
H25 -0.48435 -4.92735 5.33248
H26 1.78526 -2.97221 4.72398
H27 0.84189 -3.03156 6.20844
H28 0.06951 -1.24326 4.70231
H29 -1.21256 -2.43867 4.98043
H30 -4.44077 1.38809 0.26976
H31 -6.37400 0.35925 -0.87852
H32 -5.99189 -1.29651 -2.68607
H33 -3.72474 -1.90625 -3.33962
H34 -1.52894 1.06601 -3.52433
H35 -2.57615 -0.84809 -4.86436
H36 -0.99162 -1.07589 -5.60266
H37 -2.76668 1.39914 -5.64787
H38 -2.26978 0.43180 -7.02406
H39 -0.84871 2.67537 -5.68267
H40 -0.58440 2.02076 -7.28724
H41 1.43095 1.73156 -5.90048
H42 0.76608 0.16745 -6.32383
H43 0.70480 1.60865 -3.64961
H44 1.23963 -0.01665 -4.01345
H45 -0.83984 -3.09540 -1.77759
H46 -1.51860 -3.01041 -4.74022
H47 -2.59115 -3.40109 -3.39988
H48 -1.72949 -5.43340 -4.48293
H49 -1.31268 -5.33790 -2.78394
H50 0.50955 -5.67481 -5.00794
H51 0.90818 -5.57613 -3.30047
H52 0.68619 -3.23255 -5.23867
H53 2.14262 -3.85029 -4.47598
H54 1.29661 -1.82481 -3.32431
H55 1.39632 -3.20429 -2.27300
N1 4.35019 -6.60396 0.26803
C38 5.56521 -7.23884 0.08770
C39 5.91975 -8.58612 0.00735
C40 7.24543 -8.85552 -0.26022
C41 8.18951 -7.82199 -0.42448
C42 7.83055 -6.49618 -0.33524
C43 6.48771 -6.20164 -0.07947
N2 5.84488 -4.97685 -0.00081
C44 4.59082 -5.25468 0.19740
C45 3.53526 -4.23403 0.22951
C46 3.88217 -2.89246 0.27577
C47 2.89725 -1.92904 0.24424
N3 1.59065 -2.21280 0.17368
C48 1.25705 -3.51345 0.12687
C49 2.18081 -4.53968 0.15109
H56 3.48075 -7.05549 0.48472
H57 5.19132 -9.37796 0.13453
H58 7.56885 -9.88415 -0.35580
H59 9.21873 -8.08500 -0.63526
H60 8.55393 -5.70016 -0.46697
H61 4.92910 -2.61520 0.32471
H62 3.15529 -0.87984 0.27196
H63 0.20218 -3.72723 0.05566
H64 1.82480 -5.56246 0.08255

Total charge ... +1
HOMO level ... -10.04 eV
Largest force on an atom ... 1.3 eV/A
Gap between HOMO and LUMO ... 7.2 eV
LUMO ... -2.8 eV

Atom charges from the Löwdin analysis, given in e for atoms 1 to 6: 0.58 -0.18 0.45 -0.30 -0.08 -0.06



# C25H18AsClNO4SSc

A structure of composition C25H18AsClNO4SSc (the ωB97M-V functional and the def2-TZVPD basis, the OMol25 dataset).

Element x y z (Å)
Sc1 1.07247 1.53597 0.25371
S1 1.36474 0.63726 2.55776
C1 0.11542 -0.58385 2.88763
C2 -0.31138 -0.77801 4.20276
C3 -1.24995 -1.75395 4.50762
C4 -1.78255 -2.56027 3.50887
C5 -1.36195 -2.38306 2.19897
C6 -0.42055 -1.40915 1.89579
As1 0.21640 -1.09418 0.10660
C7 1.90813 -2.02784 0.08471
C8 2.22951 -2.97808 1.04489
C9 3.45379 -3.62971 0.98374
C10 4.35646 -3.33201 -0.03186
C11 4.03779 -2.37735 -0.98709
C12 2.81329 -1.72172 -0.92631
C13 -0.89358 -2.24543 -0.94218
C14 -2.21195 -1.86200 -1.17266
C15 -3.05602 -2.68834 -1.90046
C16 -2.57770 -3.89258 -2.40769
C17 -1.25944 -4.26617 -2.18510
C18 -0.41341 -3.44248 -1.44891
H1 0.09978 -0.14860 4.98284
H2 -1.57174 -1.88027 5.53452
H3 -2.51393 -3.32242 3.74600
H4 -1.77174 -3.00775 1.41461
H5 1.53374 -3.20281 1.84315
H6 3.70577 -4.36989 1.73374
H7 5.31289 -3.83897 -0.07137
H8 4.74203 -2.13557 -1.77320
H9 2.57089 -0.97614 -1.67309
H10 -2.58648 -0.92410 -0.78263
H11 -4.08260 -2.39040 -2.07582
H12 -3.23320 -4.53653 -2.98125
H13 -0.88324 -5.20227 -2.58091
H14 0.61133 -3.73905 -1.27359
O1 1.80181 1.69370 -1.69631
N1 2.90772 2.15700 -1.27960
O2 3.11763 1.82159 -0.08637
Cl1 -2.52146 8.47543 -2.50720
C19 -1.85072 7.03134 -1.81134
C20 -0.66546 7.11357 -1.09681
C21 -0.13310 5.96100 -0.54513
C22 -0.78517 4.74641 -0.71995
C23 -1.97120 4.67840 -1.44069
C24 -2.51091 5.82611 -1.99309
C25 -0.21337 3.51302 -0.15432
O3 -0.74611 2.37400 -0.36330
O4 0.87978 3.55663 0.51387
H15 -0.17229 8.06871 -0.98040
H16 0.79042 5.99319 0.01728
H17 -2.46002 3.72186 -1.57015
H18 -3.43059 5.79581 -2.56028

HOMO level ... -8.00 eV
Largest force on an atom ... 1.5 eV/A
Gap between HOMO and LUMO ... 7.8 eV
LUMO ... -0.2 eV

Atom charges from the Löwdin analysis, given in e for atoms 1 to 6: 0.72 0.60 -0.68 -0.12 -0.08 -0.09



# C3H7O3

A cluster of 2 separate species, C3H7O3 in total (the ωB97M-V functional and the def2-TZVPD basis, the OMol25 dataset).

Element x y z (Å)
O1 -2.65690 -0.41794 -1.83447
C1 -2.53265 -0.37800 -0.60678
O2 -1.93549 -1.19727 0.16071
H1 -2.94489 0.52055 -0.07961
H2 -0.74592 -0.37301 0.95862
C2 0.70916 0.64774 0.19876
O3 -0.08304 0.29413 1.28270
C3 1.99212 -0.19618 0.09620
H3 0.19155 0.57871 -0.76381
H4 1.02863 1.69400 0.26761
H5 2.55927 0.01628 -0.81598
H6 2.62917 0.05704 0.94258
H7 1.78898 -1.24607 0.19347

Total charge ... -1
HOMO level ... -4.52 eV
Largest force on an atom ... 1.2 eV/A
Gap between HOMO and LUMO ... 8.6 eV
LUMO ... 4.1 eV
Energy above the lowest of the compared OMol25 structures with the same formula, charge and spin ... 15.7 kcal per mole

Atom charges from the Löwdin analysis, given in e for atoms 1 to 6: -0.11 -0.65 -0.15 0.10 0.02 -0.37



# C30H23Cl2MnN4O2

A structure of composition C30H23Cl2MnN4O2 (the ωB97M-V functional and the def2-TZVPD basis, the OMol25 dataset).

Element x y z (Å)
Mn1 0.60613 0.26132 1.14770
C1 3.44394 -0.19163 2.37006
O1 2.26787 -0.74734 1.73339
C2 2.18084 -2.13843 1.58955
C3 3.19045 -3.00730 1.94310
C4 2.96796 -4.37017 1.77505
C5 1.76360 -4.83770 1.26661
C6 0.76222 -3.94979 0.90599
C7 0.98324 -2.59183 1.06176
N1 0.06259 -1.57314 0.66176
N2 -0.96971 -1.92824 0.02926
C8 -1.94758 -1.11721 -0.35375
C9 -2.04833 0.23103 0.11047
O2 -1.17796 0.74473 0.92656
C10 -3.14404 1.03084 -0.28763
C11 -4.07899 0.51019 -1.12776
C12 -4.02169 -0.82504 -1.63260
C13 -5.01877 -1.30378 -2.50019
C14 -4.96659 -2.59424 -2.96527
C15 -3.91656 -3.43053 -2.56639
C16 -2.92724 -2.97897 -1.72005
C17 -2.96622 -1.66618 -1.24166
H1 4.31698 -0.39983 1.75604
H2 3.54426 -0.61459 3.36701
H3 3.27289 0.87825 2.42994
H4 4.12774 -2.65522 2.34709
H5 3.74572 -5.06709 2.05401
H6 1.60185 -5.89967 1.14890
H7 -0.17925 -4.29756 0.50619
H8 -3.21682 2.03625 0.10108
H9 -4.91681 1.12851 -1.42948
H10 -5.82669 -0.64429 -2.79067
H11 -5.73298 -2.96673 -3.63019
H12 -3.88340 -4.45067 -2.92512
H13 -2.12648 -3.64001 -1.42031
C18 1.39935 4.55593 1.53744
C19 1.41637 3.18178 1.78302
N3 1.21300 2.27727 0.83544
C20 0.99800 2.70777 -0.43732
C21 0.92055 4.06061 -0.76359
C22 1.12665 4.99496 0.26759
C23 0.65229 4.44965 -2.12304
C24 0.50516 3.52267 -3.08978
C25 0.63613 2.12197 -2.78932
C26 0.56008 1.11398 -3.76891
C27 0.74786 -0.19516 -3.40835
C28 0.99282 -0.49777 -2.06341
N4 1.05149 0.42452 -1.12004
C29 0.87970 1.71822 -1.47706
H14 1.58692 5.24451 2.34822
H15 1.60096 2.81025 2.78205
H16 1.07873 6.05406 0.04690
H17 0.57749 5.50456 -2.35141
H18 0.30655 3.81866 -4.11143
H19 0.36637 1.38244 -4.79993
H20 0.71638 -0.99159 -4.13769
H21 1.15526 -1.52398 -1.75497
Cl1 2.38803 1.68379 5.27323
C30 0.69198 1.29142 5.33547
Cl2 0.02955 0.70062 3.74595
H22 0.11005 2.17440 5.56836
H23 0.52014 0.48052 6.03212

Total charge ... +2
Expectation value of S² ... 6.18
Multiplicity ... 5
HOMO level (spin up / spin down) ... -13.35 / -13.44 eV
Largest force on an atom ... 1.2 eV/A
Gap between HOMO and LUMO (spin up / spin down) ... 5.8 / 6.4 eV
LUMO (spin up / spin down) ... -7.6 / -7.0 eV
Energy above the lowest of the compared OMol25 structures with the same formula, charge and spin ... 2.0 kcal per mole

Atom charges from the Löwdin analysis, given in e for atoms 1 to 6: 0.90 -0.01 -0.23 -0.20 0.01 -0.03